[1]
Computed, not measured: a structure of composition C30H31N5O5STi at a distorted geometry, with wB97M-V/def2-TZVPD.

```
73
Properties=species:S:1:pos:R:3
Ti -0.25072 0.30333 -0.19816
O 0.33268 1.92623 0.44454
N 0.27298 2.27053 1.72424
C 1.09558 3.27933 2.15294
C 1.08608 3.69493 3.44924
C 0.19558 3.11243 4.35824
C -0.63082 2.07843 3.91044
C -0.56072 1.61383 2.61464
S -1.43592 0.23523 2.06484
H 1.73058 3.68353 1.37984
H 1.76908 4.47413 3.75374
H 0.18028 3.41803 5.38974
H -1.32912 1.59743 4.57854
C 1.20688 -1.65977 -3.13666
C -0.27602 -1.83447 -3.26236
C -0.85362 -1.97047 -4.51236
C -2.22512 -2.08257 -4.65336
C -3.03732 -2.05717 -3.53426
C -2.49672 -1.91077 -2.26526
C -3.35992 -1.94897 -1.03426
C -1.10892 -1.77997 -2.12656
N -0.53472 -1.56737 -0.87186
C 0.21578 -2.51207 -0.30316
C 0.06408 -3.97177 -0.65126
C 1.15458 -2.08047 0.64944
C 2.09028 -3.07017 1.28984
N 1.23208 -0.76507 0.82684
C 2.10108 -0.18067 1.73924
C 3.08798 0.67813 1.21734
C 3.25028 0.75763 -0.26966
C 3.90208 1.38913 2.07904
C 3.77598 1.25423 3.45244
C 2.84658 0.36853 3.96204
C 2.01028 -0.36377 3.12894
C 1.03158 -1.31687 3.75074
H 1.67898 -1.76987 -4.11026
H 1.64518 -2.37397 -2.44086
H 1.40268 -0.65367 -2.75716
H -0.21482 -1.99197 -5.38556
H -2.66052 -2.18607 -5.63556
H -4.10632 -2.17177 -3.64376
H -4.36282 -1.58517 -1.25076
H -2.91612 -1.34877 -0.23446
H -3.44152 -2.97667 -0.67026
H -0.79722 -4.11077 -1.30456
H -0.08392 -4.55507 0.25924
H 0.94748 -4.37057 -1.15576
H 1.54988 -3.73857 1.95764
H 2.86468 -2.55807 1.85344
H 2.56128 -3.68397 0.52224
H 2.28738 0.99343 -0.74006
H 3.58318 -0.20837 -0.65896
H 3.98378 1.51443 -0.53916
H 4.64878 2.05153 1.66314
H 4.40728 1.82803 4.11704
H 2.75248 0.23503 5.03144
H 0.49208 -0.81667 4.55254
H 1.55648 -2.17637 4.17424
H 0.30178 -1.66777 3.02474
O -2.39472 3.84253 -4.00306
C -3.31152 3.67033 -3.06286
O -4.37252 4.26983 -3.08846
C -3.00902 2.70253 -1.99486
C -3.84962 2.36163 -0.95196
N -3.23832 1.41263 -0.21666
N -2.01652 1.11073 -0.71126
C -1.84012 1.89863 -1.80066
C -0.58102 1.73623 -2.49096
O -0.34352 2.31023 -3.58786
O 0.24878 0.93813 -1.90106
H -1.56032 3.25033 -3.88226
H -4.82982 2.72753 -0.71356
H -3.51472 1.02803 0.67944
```

Results
2S+1: 2
Relative energy (zero: lowest compared OMol25 entry of this formula, charge and spin) (eV): 1.727
Largest force on an atom (eV Å⁻¹): 5.204
LUMO (alpha / beta) (eV): 2.269 / 2.290
Net charge: -1
Highest occupied orbital energy (alpha / beta) (eV): -2.5 / -2.5
Kohn-Sham gap (alpha / beta) (eV): 4.77 / 4.81

The net atomic charges from Löwdin, expressed in e, are:
1. Ti 0.789
2. O -0.223
3. N -0.126
4. C -0.004
5. C -0.071
6. C -0.051
7. C -0.097
8. C -0.599
9. S 0.755
10. H 0.143
11. H 0.106
12. H 0.100
13. H 0.103
14. C -0.018
15. C -0.195
16. C -0.058
17. C -0.104
18. C -0.067
19. C -0.217
20. C -0.044
21. C -0.229
22. N -0.075
23. C -0.352
24. C -0.040
25. C -0.345
26. C -0.037
27. N -0.060
28. C -0.235
29. C -0.217
30. C -0.028
31. C -0.076
32. C -0.115
33. C -0.070
34. C -0.223
35. C -0.068
36. H 0.074
37. H 0.074
38. H 0.071
39. H 0.101
40. H 0.089
41. H 0.099
42. H 0.071
43. H 0.039
44. H 0.082
45. H 0.073
46. H 0.068
47. H 0.068
48. H 0.071
49. H 0.073
50. H 0.071
51. H 0.049
52. H 0.092
53. H 0.076
54. H 0.101
55. H 0.090
56. H 0.105
57. H 0.070
58. H 0.082
59. H 0.039
60. O 0.102
61. C -0.514
62. O 0.062
63. C -0.042
64. C 0.009
65. N 0.031
66. N -0.051
67. C -0.105
68. C -0.491
69. O 0.031
70. O -0.118
71. H 0.069
72. H 0.132
73. H 0.105

***

[2]
Computed, not measured: the molecule C4H7NS2 at a distorted geometry, with wB97M-V/def2-TZVPD.

```
14
Properties=species:S:1:pos:R:3
C -2.21704 1.23072 0.32833
C -0.93569 -1.12925 0.60949
C 0.29106 -1.53522 0.66818
C 2.00209 -0.07811 -0.42764
H -2.96501 0.89546 1.06252
H -2.69471 1.92641 -0.34583
H -1.33410 1.75811 0.81909
H -1.65387 -1.42362 1.36913
H 0.64758 -2.06079 1.57342
H 1.73696 -2.01171 -0.85591
H 2.93862 -0.16384 -1.03041
N 1.35924 -1.25545 -0.30029
S -1.64608 -0.17022 -0.69023
S 1.58154 1.35392 0.21772
```

Results
SMILES: CS/C=C\NC=S
2S+1: 1
Relative energy (zero: lowest compared OMol25 entry of this formula, charge and spin) (eV): 0.925
Largest force on an atom (eV Å⁻¹): 3.056
LUMO (eV): 0.677
Highest occupied orbital energy (eV): -8.3
Kohn-Sham gap (eV): 8.99

The net atomic charges from Löwdin, expressed in e, are:
1. C -0.409
2. C -0.465
3. C -0.209
4. C -0.750
5. H 0.036
6. H 0.019
7. H 0.033
8. H 0.077
9. H 0.123
10. H 0.132
11. H 0.074
12. N -0.064
13. S 0.792
14. S 0.611

***

[3]
Computed, not measured: a cluster of 3 separate species, C11H19BNO7 in total at a distorted geometry, with wB97M-V/def2-TZVPD.

```
39
Properties=species:S:1:pos:R:3
C -2.91037 4.08870 -0.39565
B -1.89103 2.78562 -0.57779
O -2.09629 1.51703 0.20651
N -0.74192 2.79218 -1.56884
C 0.36980 3.74141 -1.17804
C 0.80559 3.67464 0.40880
O 0.69696 4.74100 1.22968
O 1.37635 2.40070 0.89674
H -3.25550 4.26059 0.71272
H -3.89471 3.79412 -1.00363
H -2.50625 5.07766 -0.87344
H -1.77398 1.64844 1.15454
H -1.10646 2.99917 -2.53367
H 1.33178 3.38990 -1.79142
H 0.18077 4.86240 -1.53951
O 2.87509 1.77552 -2.69573
C 2.59301 0.65040 -2.31796
O 2.67490 -0.46687 -3.09847
C 2.16683 -1.58438 -2.37128
C 2.27481 -1.19676 -0.91973
C 2.06673 0.29605 -0.96015
H 1.13051 -1.75936 -2.67885
H 2.75988 -2.47437 -2.60113
H 1.56009 -1.72102 -0.27983
H 3.28407 -1.41694 -0.55103
H 1.00705 0.56079 -0.90727
H 2.63226 0.80137 -0.17387
O -0.34451 -1.44968 1.13457
C -0.62659 -2.57480 1.51234
O -0.54470 -3.69207 0.73183
C -1.05277 -4.80958 1.45902
C -0.94478 -4.42196 2.91057
C -1.15287 -2.92915 2.87015
H -2.08909 -4.98456 1.15146
H -0.45972 -5.69957 1.22917
H -1.65951 -4.94623 3.55047
H 0.06447 -4.64214 3.27928
H -2.21255 -2.66441 2.92303
H -0.58734 -2.42384 3.65644
```

Results
2S+1: 1
Relative energy (zero: lowest compared OMol25 entry of this formula, charge and spin) (eV): 0.261
Largest force on an atom (eV Å⁻¹): 7.609
LUMO (eV): 2.325
Net charge: -1
Highest occupied orbital energy (eV): -4.0
Kohn-Sham gap (eV): 6.29

The net atomic charges from Löwdin, expressed in e, are:
1. C -0.057
2. B -0.455
3. O -0.016
4. N 0.001
5. C -0.160
6. C -0.426
7. O -0.178
8. O -0.263
9. H 0.070
10. H 0.071
11. H 0.065
12. H 0.111
13. H 0.106
14. H 0.112
15. H 0.117
16. O 0.078
17. C -0.449
18. O 0.010
19. C -0.183
20. C -0.168
21. C -0.095
22. H 0.126
23. H 0.116
24. H 0.089
25. H 0.117
26. H 0.126
27. H 0.117
28. O 0.126
29. C -0.449
30. O 0.024
31. C -0.179
32. C -0.177
33. C -0.085
34. H 0.127
35. H 0.125
36. H 0.116
37. H 0.122
38. H 0.136
39. H 0.133

***

[4]
Computed, not measured: a cluster of 2 separate species, C3H10N2O in total at a distorted geometry, with wB97M-V/def2-TZVPD.

```
16
Properties=species:S:1:pos:R:3
N 0.44624 -1.16685 2.00872
C -0.59780 -0.23168 1.53421
N -0.12668 1.08644 1.53515
H 0.52334 -1.15529 3.02604
H 1.33630 -0.80642 1.66428
H -1.49294 -0.38352 2.15531
H -0.80592 -0.49379 0.51268
H -0.03351 1.40971 2.50931
C -0.45755 -0.29473 -1.92463
O -0.15669 -1.53601 -1.60642
C 0.68428 0.72777 -1.83354
H -1.25138 0.10879 -1.20917
H -0.93949 -0.20538 -2.91909
H 0.36176 1.63805 -2.33476
H 1.57911 0.35633 -2.32316
H 0.93095 0.94656 -0.79493
```

Results
2S+1: 1
Relative energy (zero: lowest compared OMol25 entry of this formula, charge and spin) (eV): 7.935
Largest force on an atom (eV Å⁻¹): 1.177
LUMO (eV): -3.972
Highest occupied orbital energy (eV): -7.8
Kohn-Sham gap (eV): 3.86

The net atomic charges from Löwdin, expressed in e, are:
1. N 0.100
2. C -0.429
3. N 0.147
4. H 0.078
5. H 0.077
6. H 0.128
7. H 0.036
8. H 0.047
9. C -0.470
10. O -0.068
11. C -0.089
12. H 0.139
13. H 0.124
14. H 0.070
15. H 0.071
16. H 0.038

***

[5]
Computed, not measured: the molecule C3H5NO2, with wB97M-V/def2-TZVPD.

```
11
Properties=species:S:1:pos:R:3
C -1.71882 0.13806 -0.05889
C -0.34603 -0.38426 -0.35298
O -0.11591 -1.40232 -0.97057
C 0.82793 0.44815 0.20398
O 0.67416 1.59283 0.59081
N 1.98556 -0.24447 0.20931
H -2.45385 -0.39361 -0.66383
H -1.93592 -0.03058 1.00288
H -1.76707 1.21665 -0.22189
H 2.01133 -1.15435 -0.22503
H 2.83861 0.21390 0.48621
```

Results
SMILES: CC(=O)C(N)=O
2S+1: 1
Relative energy (zero: lowest compared OMol25 entry of this formula, charge and spin) (eV): 0.142
Largest force on an atom (eV Å⁻¹): 0.524
LUMO (eV): 0.268
Highest occupied orbital energy (eV): -9.7
Kohn-Sham gap (eV): 9.98

The net atomic charges from Löwdin, expressed in e, are:
1. C -0.005
2. C -0.351
3. O 0.095
4. C -0.480
5. O 0.067
6. N 0.177
7. H 0.088
8. H 0.101
9. H 0.088
10. H 0.103
11. H 0.118

***

[6]
Computed, not measured: a structure of composition C2H2BeO at a distorted geometry, with wB97M-V/def2-TZVPD.

```
6
Properties=species:S:1:pos:R:3
C -0.53096 0.68662 0.05222
C -0.46790 -0.60510 0.01606
H -1.29230 1.46611 -0.08651
H -1.15420 -1.45550 -0.10013
O 2.37561 -0.21201 -0.20626
Be 1.06974 0.11988 0.32462
```

Results
2S+1: 2
Largest force on an atom (eV Å⁻¹): 2.269
LUMO (alpha / beta) (eV): 4.065 / 4.081
Net charge: -1
Highest occupied orbital energy (alpha / beta) (eV): -2.4 / -2.6
Kohn-Sham gap (alpha / beta) (eV): 6.46 / 6.71

The net atomic charges from Löwdin, expressed in e, are:
1. C -0.212
2. C -0.190
3. H -0.006
4. H 0.004
5. O -0.532
6. Be -0.064

***

What is the largest force on an atom in the fourth record?
1.177 eV Å⁻¹

***

Repeat the fourth record exactly.
Computed, not measured: a cluster of 2 separate species, C3H10N2O in total at a distorted geometry, with wB97M-V/def2-TZVPD.

```
16
Properties=species:S:1:pos:R:3
N 0.44624 -1.16685 2.00872
C -0.59780 -0.23168 1.53421
N -0.12668 1.08644 1.53515
H 0.52334 -1.15529 3.02604
H 1.33630 -0.80642 1.66428
H -1.49294 -0.38352 2.15531
H -0.80592 -0.49379 0.51268
H -0.03351 1.40971 2.50931
C -0.45755 -0.29473 -1.92463
O -0.15669 -1.53601 -1.60642
C 0.68428 0.72777 -1.83354
H -1.25138 0.10879 -1.20917
H -0.93949 -0.20538 -2.91909
H 0.36176 1.63805 -2.33476
H 1.57911 0.35633 -2.32316
H 0.93095 0.94656 -0.79493
```

Results
2S+1: 1
Relative energy (zero: lowest compared OMol25 entry of this formula, charge and spin) (eV): 7.935
Largest force on an atom (eV Å⁻¹): 1.177
LUMO (eV): -3.972
Highest occupied orbital energy (eV): -7.8
Kohn-Sham gap (eV): 3.86

The net atomic charges from Löwdin, expressed in e, are:
1. N 0.100
2. C -0.429
3. N 0.147
4. H 0.078
5. H 0.077
6. H 0.128
7. H 0.036
8. H 0.047
9. C -0.470
10. O -0.068
11. C -0.089
12. H 0.139
13. H 0.124
14. H 0.070
15. H 0.071
16. H 0.038